Entry 1:
{
  "formula": "C34H37F8N6O2SY",
  "method": "wB97M-V/def2-TZVPD",
  "symbols": ["Y", "C", "N", "C", "C", "C", "N", "C", "C", "F", "C", "F", "C", "C", "F", "C", "F", "H", "H", "H", "H", "H", "H", "H", "H", "H", "H", "H", "C", "C", "N", "C", "C", "C", "C", "N", "C", "C", "F", "C", "F", "C", "C", "F", "C", "F", "H", "H", "H", "H", "H", "H", "H", "H", "H", "H", "H", "H", "H", "H", "H", "C", "C", "C", "C", "C", "C", "C", "S", "O", "O", "N", "C", "C", "C", "C", "C", "N", "H", "H", "H", "H", "H", "H", "H", "H", "H", "H", "H"],
  "xyz": [[-0.07316, 0.93322, 0.38400], [-0.98187, -2.75760, 0.55416], [-0.78398, -1.65118, 1.48741], [0.10318, -2.10299, 2.56173], [-2.07436, -1.27006, 2.05325], [-1.95404, -0.12061, 3.03636], [-1.00514, 0.89215, 2.57983], [-0.62125, 1.78820, 3.52214], [0.50482, 2.58660, 3.26178], [1.08475, 2.39282, 2.03130], [1.02330, 3.53950, 4.09615], [2.10402, 4.22909, 3.70931], [0.44285, 3.78024, 5.32722], [-0.67424, 3.02869, 5.62927], [-1.29864, 3.23132, 6.79861], [-1.20220, 2.07769, 4.77601], [-2.34717, 1.47423, 5.16994], [-1.41294, -3.63276, 1.06158], [-0.03139, -3.03975, 0.10662], [-1.65839, -2.45628, -0.24248], [-0.38864, -2.87968, 3.16532], [0.37314, -1.26833, 3.20471], [1.01447, -2.52022, 2.13643], [-2.53960, -2.12048, 2.57643], [-2.72930, -1.01466, 1.22101], [-1.63619, -0.52266, 4.00388], [-2.96231, 0.28017, 3.19425], [0.83510, 4.51718, 6.01065], [-2.00320, 4.04840, 1.54467], [-2.94716, 2.90943, 1.17403], [-2.49282, 2.09586, 0.01908], [-3.51734, 1.05638, -0.19636], [-3.11627, -0.00533, -1.21034], [-2.40338, 2.98086, -1.16794], [-1.32179, 2.60388, -2.15497], [-0.07551, 2.39265, -1.42703], [1.07624, 2.51450, -2.14531], [2.27946, 2.35725, -1.44287], [2.12485, 2.07966, -0.10797], [3.53572, 2.39083, -1.97848], [4.59638, 2.19175, -1.17983], [3.70655, 2.62076, -3.33011], [2.55283, 2.78069, -4.06674], [2.65143, 2.98227, -5.39046], [1.28270, 2.73019, -3.52059], [0.25029, 2.85008, -4.38306], [-2.11375, 4.28991, 2.60198], [-0.96309, 3.76875, 1.37017], [-2.19513, 4.95744, 0.97694], [-3.04518, 2.23379, 2.02089], [-3.94553, 3.31088, 0.95225], [-3.71095, 0.59821, 0.77314], [-4.45937, 1.52663, -0.50779], [-2.13894, -0.44453, -0.98608], [-3.84898, -0.81443, -1.19570], [-3.06592, 0.38417, -2.22302], [-3.38224, 3.03896, -1.65919], [-2.15011, 3.97778, -0.81575], [-1.57693, 1.72589, -2.75384], [-1.24705, 3.44333, -2.84782], [4.68232, 2.65426, -3.78859], [0.37716, -6.97586, -3.54906], [0.51772, -5.49861, -3.29507], [-0.59475, -4.70824, -3.01797], [-0.45923, -3.35148, -2.76821], [0.80255, -2.77476, -2.77949], [1.91838, -3.53800, -3.09097], [1.77110, -4.89165, -3.33973], [0.95781, -1.03418, -2.47838], [2.19738, -0.62952, -3.08209], [-0.28855, -0.45062, -2.91289], [0.97374, -0.79364, -0.88848], [2.06069, -1.00995, -0.07650], [3.17436, -1.82738, -0.30105], [4.14176, -1.90234, 0.67855], [4.01453, -1.17331, 1.85781], [2.89790, -0.37722, 1.99760], [1.94830, -0.30307, 1.06932], [-0.66045, -7.24502, -3.74131], [0.71761, -7.54785, -2.68351], [0.97882, -7.28627, -4.40335], [-1.58133, -5.15636, -3.01420], [-1.32552, -2.72689, -2.59990], [2.88672, -3.06091, -3.16707], [2.64228, -5.48574, -3.59003], [3.27768, -2.36914, -1.22802], [5.01106, -2.52839, 0.52068], [4.76691, -1.21155, 2.63146], [2.74640, 0.23294, 2.88171]],
  "forces_ev_per_a": [[0.0, -0.1, 0.4], [0.0, 0.0, 0.0], [0.0, 0.0, -0.1], [0.0, 0.0, 0.0], [0.0, 0.0, 0.0], [0.1, 0.1, 0.0], [-0.1, -0.1, 0.0], [0.0, 0.0, 0.1], [0.0, 0.0, -0.1], [0.0, 0.1, 0.1], [0.0, 0.0, 0.0], [0.0, 0.0, 0.0], [0.0, 0.0, 0.0], [0.0, 0.0, 0.0], [0.0, 0.0, 0.0], [-0.1, 0.0, 0.0], [0.0, 0.0, 0.0], [0.0, 0.0, 0.0], [0.0, 0.0, 0.0], [0.0, 0.0, 0.0], [0.0, 0.0, 0.0], [0.0, 0.0, 0.0], [0.0, 0.0, 0.0], [0.0, 0.0, 0.0], [0.0, 0.0, 0.0], [0.0, 0.0, 0.0], [0.0, 0.0, 0.0], [0.0, 0.0, 0.0], [0.0, -0.1, 0.0], [0.1, 0.0, 0.0], [-0.1, 0.1, -0.1], [0.1, -0.1, -0.1], [-0.1, 0.1, 0.1], [0.1, 0.0, 0.0], [0.1, 0.0, 0.0], [-0.2, -0.2, 0.0], [0.2, -0.1, -0.1], [-0.1, 0.0, 0.1], [0.2, 0.0, 0.0], [0.1, 0.0, -0.1], [0.0, 0.0, 0.0], [0.0, 0.0, 0.1], [0.0, 0.0, 0.0], [0.0, 0.0, 0.0], [-0.1, 0.0, 0.0], [0.0, 0.0, 0.0], [0.0, 0.0, 0.0], [0.0, 0.0, 0.0], [0.0, 0.0, 0.0], [0.0, 0.0, 0.0], [0.0, 0.0, 0.0], [0.0, 0.0, 0.0], [0.0, 0.0, 0.0], [0.0, 0.0, -0.1], [0.0, 0.0, 0.0], [0.0, 0.0, 0.0], [0.0, 0.0, 0.0], [-0.1, 0.0, 0.0], [0.0, 0.0, 0.0], [0.0, 0.0, 0.0], [0.0, 0.0, 0.0], [0.0, 0.1, 0.0], [0.0, 0.0, 0.0], [0.0, 0.0, 0.0], [0.0, -0.1, 0.0], [-0.1, 0.0, 0.0], [0.0, 0.0, 0.0], [0.0, 0.0, 0.0], [-0.1, 0.1, 0.0], [0.1, 0.0, 0.0], [0.0, 0.0, 0.0], [-0.1, 0.1, -0.1], [0.1, 0.1, 0.2], [0.0, 0.0, -0.1], [0.0, 0.0, 0.0], [0.0, 0.0, 0.0], [0.0, 0.0, 0.0], [0.0, -0.1, -0.2], [0.0, 0.0, 0.0], [0.0, 0.0, 0.0], [0.0, 0.0, 0.0], [0.0, 0.0, 0.0], [0.0, 0.0, 0.0], [0.0, 0.0, 0.0], [0.0, 0.0, 0.0], [0.0, 0.0, 0.1], [0.0, 0.0, 0.0], [0.0, 0.0, 0.0], [0.0, 0.0, 0.0]],
  "mulliken_charge": [-0.9473, -1.4706, 1.4701, -1.4061, -1.2566, -1.8416, 2.7655, 0.3517, -1.0153, 0.0393, -0.0496, -0.3032, -0.7974, 0.1564, -0.3327, 0.1678, -0.3777, 0.4587, 0.3045, 0.2237, 0.3359, 0.1804, 0.3892, 0.4597, 0.1856, 0.6204, 0.5890, 0.5346, -1.5739, -0.6364, 1.4729, -1.3965, -0.9701, -1.7475, -0.4837, 0.2358, 0.1883, -0.4003, 0.1155, -0.2031, -0.3501, -0.6968, 0.2220, -0.3571, 0.6646, -0.3889, 0.4418, 0.2553, 0.4576, 0.3162, 0.4862, 0.6643, 0.5043, -0.0413, 0.5941, 0.4018, 0.1679, 0.5033, 0.3375, 0.5950, 0.5158, -1.4926, 1.1040, -1.0231, -0.3600, -0.5480, -0.2219, -0.9942, 1.5155, -0.7618, -0.8542, 1.3506, 0.7219, -0.9582, -0.5557, -1.3021, -0.4835, 1.1377, 0.3562, 0.2991, 0.3805, 0.3332, 0.5133, 0.5854, 0.3842, 0.2347, 0.4730, 0.4446, 0.3928],
  "total_energy_ha": -3032.36821,
  "homo_ev": -7.2196,
  "largest_force_ha_per_bohr": 0.008,
  "multiplicity": 1,
  "gap_ev": 7.644,
  "lumo_energy_ev": 0.4
}



Entry 2:
{
  "formula": "C3H6O3S2",
  "method": "wB97M-V/def2-TZVPD",
  "symbols": ["O", "C", "S", "S", "O", "C", "C", "O", "H", "H", "H", "H", "H", "H"],
  "xyz": [[-0.88822, 0.10148, 1.32553], [-1.07247, 0.07725, 0.01638], [-2.28344, 1.28040, -0.61445], [-1.53586, -1.78922, -0.33554], [-0.05674, 0.44977, -0.81429], [1.12156, -0.23720, -0.67891], [2.37137, 0.36210, -0.40139], [1.66352, -0.40842, 0.53096], [-0.86567, 0.98273, 1.77104], [-3.19503, 1.17779, 0.46536], [-1.84496, -2.15245, 1.05661], [0.94876, -1.22942, -1.27946], [3.29889, -0.05483, -0.68941], [2.33829, 1.44001, -0.35240]],
  "forces_ev_per_a": [[0.5, 0.6, 2.8], [-2.1, -1.0, -1.4], [-1.7, 0.1, 1.4], [-0.4, 0.4, 2.3], [1.1, 1.4, 0.1], [-1.9, -4.8, -3.5], [0.8, 1.6, -0.7], [0.3, 0.1, 2.8], [0.0, -0.7, -1.1], [1.0, -0.1, -1.3], [0.6, 0.8, -2.4], [1.0, 1.7, 1.0], [0.7, -0.4, -0.6], [0.1, 0.3, 0.6]],
  "mulliken_charge": [-0.4698, 0.4769, -0.2209, -0.2809, -0.3249, 0.2296, -0.4951, -0.3679, 0.3569, 0.1250, 0.1728, 0.3069, 0.2832, 0.2084],
  "total_energy_ha": -1139.89762,
  "de_lowest_kj_mol": 217.7,
  "homo_ev": -8.9964,
  "largest_force_ha_per_bohr": 0.122,
  "smiles": "OC(S)(S)O[C@H]1CO1",
  "multiplicity": 1,
  "gap_ev": 9.512,
  "lumo_energy_ev": 0.5
}



Question: Number 1 is which compound?
Answer: C34H37F8N6O2SY



What did the second record say?
{
  "formula": "C3H6O3S2",
  "method": "wB97M-V/def2-TZVPD",
  "symbols": ["O", "C", "S", "S", "O", "C", "C", "O", "H", "H", "H", "H", "H", "H"],
  "xyz": [[-0.88822, 0.10148, 1.32553], [-1.07247, 0.07725, 0.01638], [-2.28344, 1.28040, -0.61445], [-1.53586, -1.78922, -0.33554], [-0.05674, 0.44977, -0.81429], [1.12156, -0.23720, -0.67891], [2.37137, 0.36210, -0.40139], [1.66352, -0.40842, 0.53096], [-0.86567, 0.98273, 1.77104], [-3.19503, 1.17779, 0.46536], [-1.84496, -2.15245, 1.05661], [0.94876, -1.22942, -1.27946], [3.29889, -0.05483, -0.68941], [2.33829, 1.44001, -0.35240]],
  "forces_ev_per_a": [[0.5, 0.6, 2.8], [-2.1, -1.0, -1.4], [-1.7, 0.1, 1.4], [-0.4, 0.4, 2.3], [1.1, 1.4, 0.1], [-1.9, -4.8, -3.5], [0.8, 1.6, -0.7], [0.3, 0.1, 2.8], [0.0, -0.7, -1.1], [1.0, -0.1, -1.3], [0.6, 0.8, -2.4], [1.0, 1.7, 1.0], [0.7, -0.4, -0.6], [0.1, 0.3, 0.6]],
  "mulliken_charge": [-0.4698, 0.4769, -0.2209, -0.2809, -0.3249, 0.2296, -0.4951, -0.3679, 0.3569, 0.1250, 0.1728, 0.3069, 0.2832, 0.2084],
  "total_energy_ha": -1139.89762,
  "de_lowest_kj_mol": 217.7,
  "homo_ev": -8.9964,
  "largest_force_ha_per_bohr": 0.122,
  "smiles": "OC(S)(S)O[C@H]1CO1",
  "multiplicity": 1,
  "gap_ev": 9.512,
  "lumo_energy_ev": 0.5
}